192
Properties=species:S:1:pos:R:3:mulliken_charge:R:1 method="wB97M-V/def2-TZVPD" homo_lumo_gap_ev=9.40
H -15.467 -22.727 0.328 -0.120
O -19.949 -27.246 -3.218 -0.088
O -14.463 -20.184 -2.491 -0.573
H -23.256 -29.343 -0.173 0.199
O -13.384 -26.134 2.391 -0.544
H -19.778 -26.451 3.758 0.525
H -11.362 -23.249 -0.699 0.271
H -25.449 -21.636 -1.031 0.214
H -13.571 -19.965 2.247 0.020
C -21.129 -27.508 -3.883 -0.390
C -13.101 -24.838 2.844 0.718
H -10.264 -21.193 1.200 0.364
O -22.861 -27.609 0.624 -0.010
F -24.591 -28.875 2.798 -0.270
C -23.905 -26.885 0.739 0.539
C -24.666 -20.323 -2.522 0.170
H -15.732 -27.702 -2.085 0.035
H -23.800 -27.328 5.367 0.337
H -21.163 -23.971 -4.787 0.013
O -15.459 -19.343 2.661 -0.183
C -20.226 -22.727 8.090 -0.330
H -14.111 -30.736 1.579 0.302
C -16.022 -22.520 1.243 0.754
H -11.405 -22.414 1.794 0.011
F -15.233 -32.125 -0.862 -0.320
H -14.378 -25.495 0.766 0.248
O -21.968 -22.286 -2.547 -0.279
C -20.262 -23.780 -5.370 -0.034
O -21.007 -28.703 -1.864 -0.280
H -18.330 -20.782 3.096 -1.305
H -14.177 -23.685 -2.083 -0.047
C -14.480 -26.283 1.513 -0.135
O -12.332 -23.213 8.674 -0.542
F -18.582 -22.244 -5.510 -0.316
H -22.311 -29.516 1.369 0.313
H -13.092 -23.887 4.753 0.423
C -16.315 -18.636 1.858 0.718
H -15.415 -27.146 -5.074 0.313
H -16.920 -27.177 -3.367 0.078
H -19.195 -25.443 11.703 0.324
O -20.767 -26.145 5.670 -0.235
C -14.274 -23.662 -3.168 -0.773
O -16.329 -24.848 -3.906 -0.514
H -15.417 -22.822 2.098 0.122
H -10.176 -22.045 -0.997 0.370
O -14.399 -26.015 -3.728 -0.347
H -18.352 -26.009 6.472 0.205
H -20.390 -19.907 0.081 0.684
H -21.805 -23.940 7.235 0.292
C -17.740 -19.321 -2.219 -0.431
F -22.083 -29.608 -3.592 -0.358
O -9.599 -23.147 1.091 -0.353
H -21.659 -27.698 4.394 0.480
H -8.822 -23.919 4.248 0.469
H -20.402 -23.711 6.279 -0.217
C -19.564 -24.017 10.079 0.671
C -14.945 -27.242 -4.095 -0.549
O -20.474 -21.757 -6.397 -0.349
O -23.332 -20.615 -2.145 -0.189
O -19.817 -23.910 8.746 -0.100
H -10.189 -23.253 3.724 0.246
H -15.117 -32.285 1.257 0.298
O -16.603 -19.544 -3.008 -0.377
O -16.118 -20.191 -1.042 0.179
C -15.187 -30.913 -0.247 0.388
H -14.678 -24.250 4.157 0.016
C -24.507 -28.913 1.475 0.291
H -20.208 -21.975 -4.315 0.079
H -26.274 -21.759 -2.595 0.352
H -11.875 -21.508 -0.663 0.399
H -23.243 -25.837 6.215 0.277
C -21.863 -21.260 0.935 -0.344
O -23.990 -25.677 0.483 -0.622
H -23.243 -24.354 2.818 -0.127
H -17.835 -18.431 -1.596 0.306
H -13.338 -24.092 2.086 -0.136
H -19.731 -21.273 0.993 -0.373
C -19.155 -25.340 10.618 -0.803
O -17.544 -18.662 1.901 -0.502
C -13.512 -23.329 8.458 0.555
C -8.754 -23.110 2.219 -0.358
O -21.558 -22.527 -8.235 -0.624
O -18.628 -19.080 5.413 -0.385
O -24.257 -22.487 -2.594 -0.297
H -12.014 -24.817 2.923 -0.270
H -13.598 -18.628 3.323 0.287
C -18.395 -26.354 5.439 -0.913
H -14.411 -27.287 1.094 0.078
O -17.258 -24.247 0.001 0.326
C -18.769 -20.979 4.074 1.184
O -16.500 -30.370 -0.381 -0.221
H -8.505 -22.091 2.514 0.309
O -22.015 -21.899 2.152 -0.106
C -15.121 -24.880 -3.602 0.775
O -14.496 -22.486 8.847 -0.390
C -21.823 -26.812 5.008 0.124
C -22.985 -26.853 5.915 -1.398
C -19.929 -27.831 -2.012 0.207
H -23.900 -22.290 1.503 0.110
C -21.815 -28.486 -2.992 0.513
C -25.311 -21.595 -2.111 -0.348
H -19.346 -22.142 7.823 0.022
C -15.631 -20.001 -2.218 0.415
H -14.139 -27.962 -4.235 0.380
H -17.513 -26.032 4.884 0.020
C -19.559 -19.789 4.639 0.511
C -19.911 -22.314 -5.308 0.997
F -25.133 -19.144 -1.973 -0.293
H -24.362 -23.495 3.827 0.482
H -21.609 -22.396 6.462 0.469
O -20.474 -23.891 -6.776 -0.334
O -24.942 -27.690 1.065 -0.372
C -17.440 -20.497 -1.211 0.482
C -16.026 -27.756 -3.134 -0.477
H -18.736 -24.049 -2.303 0.065
O -15.529 -17.969 0.951 -0.337
O -16.134 -30.521 1.837 -0.322
H -20.328 -19.887 1.791 0.072
H -17.954 -20.385 -0.257 -0.375
O -19.077 -27.706 -1.156 -0.268
C -13.671 -24.658 4.245 -0.896
H -21.083 -27.936 -4.884 0.261
H -15.895 -24.846 8.448 0.142
H -20.904 -22.179 8.744 0.377
H -22.223 -26.046 4.343 -0.026
C -21.061 -23.189 6.972 -0.511
C -11.090 -22.228 -0.433 -1.270
C -10.662 -22.194 1.027 0.092
H -19.455 -24.396 -4.973 0.158
H -20.242 -24.633 -1.628 0.601
H -24.716 -20.250 -3.608 0.293
H -19.809 -26.108 10.205 0.291
H -13.613 -25.537 4.886 0.390
H -13.855 -16.994 1.732 0.245
C -17.316 -23.402 0.998 0.416
O -17.812 -21.132 5.159 0.160
O -18.156 -23.493 1.892 -0.613
H -16.158 -28.820 -3.329 0.456
O -14.087 -24.296 7.661 -0.350
F -20.578 -20.216 5.387 -0.299
C -17.661 -19.951 5.873 0.414
F -16.702 -22.422 8.731 -0.218
H -19.617 -23.250 -1.080 -0.126
C -18.401 -25.033 -0.345 -0.462
H -16.548 -26.472 1.450 -0.046
H -7.769 -23.523 2.002 0.320
H -15.933 -26.901 2.984 0.638
C -15.031 -31.199 1.221 -0.504
C -15.470 -24.192 7.687 0.396
H -19.946 -19.237 3.783 0.392
H -9.657 -24.912 3.014 0.212
C -20.542 -20.547 0.950 -0.678
H -22.766 -27.577 6.699 0.388
C -23.392 -23.407 3.337 -0.466
H -19.687 -24.907 4.496 -0.210
C -23.431 -22.122 2.472 -0.180
C -19.260 -24.239 -1.366 -0.493
C -19.682 -25.972 4.732 0.233
F -13.332 -18.256 0.318 -0.257
H -15.597 -22.068 7.247 0.170
H -13.250 -23.549 -3.523 0.439
C -9.405 -23.898 3.327 -1.033
F -17.674 -21.669 -1.793 0.050
H -23.833 -21.222 2.939 0.356
C -23.118 -28.997 0.851 -0.324
O -16.847 -19.650 6.771 -0.615
O -19.589 -23.012 10.745 -0.591
C -15.643 -22.742 8.102 0.369
H -21.894 -21.975 0.114 0.175
C -15.834 -26.145 2.206 -0.138
C -23.086 -21.850 -2.395 0.354
H -18.995 -25.397 0.493 0.196
H -14.411 -30.209 -0.544 0.276
H -21.754 -26.617 -3.943 0.176
H -14.652 -22.710 -3.543 0.253
O -18.032 -29.647 1.121 -0.469
H -18.139 -25.351 10.225 0.051
H -17.849 -25.940 -0.591 0.144
H -15.730 -24.411 6.651 -0.181
C -17.067 -30.335 0.833 0.575
H -18.671 -19.545 -2.741 0.365
C -14.139 -17.963 1.322 0.328
C -14.081 -19.019 2.427 -0.209
C -20.842 -22.738 -7.216 0.459
H -19.361 -21.894 4.102 -0.034
H -18.410 -27.442 5.494 0.362
H -16.209 -25.201 2.603 -0.376
H -16.359 -21.496 1.401 -0.963
H -22.771 -28.008 -2.775 0.225
H -22.613 -20.472 0.856 0.434
H -25.279 -29.583 1.097 0.242
H -22.605 -23.543 4.079 -0.175